1.
DFT (wB97M-V/def2-TZVPD) results for one molecule with the formula C8H14OS at a distorted geometry.

- E_tot (hartree) = -786.48267
- ΔE to the lowest compared entry with this formula, charge and spin (kJ/mol) = 411.7

Last column: natural (NBO) charge in e.
Geometry (Å):
C  0.83  1.35  0.26  -0.306
C  2.06  0.49  0.06  -0.509
C  1.83  -0.98  0.43  -0.392
C  0.89  -1.78  -0.55  -0.403
C  -0.36  -1.04  -1.03  -0.471
C  -0.91  0.11  -0.18  0.252
C  -1.34  -0.21  1.21  -0.688
C  -1.88  1.01  -0.97  -0.707
O  -0.72  3.02  1.35  -0.961
S  0.73  2.64  1.23  1.085
H  2.40  0.85  -0.96  0.230
H  2.94  0.73  0.68  0.213
H  2.89  -1.30  0.43  0.225
H  1.33  -0.90  1.48  0.213
H  1.36  -2.16  -1.42  0.213
H  0.50  -2.63  -0.10  0.202
H  -0.18  -0.49  -1.87  0.204
H  -1.11  -1.68  -1.27  0.218
H  -1.47  0.70  1.67  0.249
H  -0.67  -0.89  1.58  0.208
H  -2.38  -0.76  1.33  0.215
H  -2.97  0.77  -0.87  0.223
H  -1.80  1.21  -2.05  0.224
H  -1.98  1.93  -0.44  0.260

2.
DFT (wB97M-V/def2-TZVPD) results for one molecule with the formula C8H14S at a distorted geometry.

- E_tot (hartree) = -711.25875
- ΔE to the lowest compared entry with this formula, charge and spin (kJ/mol) = 301.3

Last column: natural (NBO) charge in e.
Geometry (Å):
C  2.35  -0.47  -0.84  -0.590
C  0.80  -0.74  -0.78  -0.420
C  0.23  -0.01  0.43  0.040
C  0.31  -0.55  1.84  -0.655
C  -0.28  1.38  0.33  -0.091
C  0.20  2.83  0.32  -0.647
C  -1.40  0.77  0.03  -0.227
S  -2.88  0.17  -0.46  0.312
C  -2.59  -1.62  -0.79  -0.734
H  2.67  -0.68  -1.82  0.204
H  2.86  -1.06  -0.12  0.203
H  2.46  0.51  -0.77  0.197
H  0.57  -1.74  -0.61  0.195
H  0.35  -0.31  -1.71  0.215
H  -0.53  -1.23  2.04  0.214
H  0.45  0.24  2.63  0.227
H  1.17  -1.27  1.96  0.209
H  -0.44  3.52  0.92  0.227
H  0.19  3.16  -0.66  0.217
H  1.26  2.82  0.55  0.214
H  -2.54  -1.78  -1.86  0.220
H  -3.55  -2.10  -0.48  0.227
H  -1.65  -1.83  -0.15  0.244

3.
DFT (wB97M-V/def2-TZVPD) results for C8H15AlBr3Cl3F2IKMgNNa2O13S2 as an isolated structure at a distorted geometry.

- E_tot (hartree) = -13109.98914
- net charge = -1

Last column: natural (NBO) charge in e.
Geometry (Å):
C  2.81  -0.59  -2.81  -0.643
C  1.96  0.42  -2.08  -0.180
Br  0.83  1.36  -3.45  -0.147
C  1.12  -0.34  -1.03  -1.195
Al  1.19  0.41  0.82  1.163
I  -1.05  1.56  1.46  -0.440
C  2.74  1.63  1.18  -1.012
C  3.68  0.69  1.78  -0.046
O  4.95  1.17  2.17  -0.515
C  5.52  0.16  2.86  0.642
O  6.35  -0.56  2.41  -0.535
H  3.41  -1.14  -2.07  0.280
H  3.47  -0.06  -3.49  0.033
H  2.18  -1.28  -3.34  0.279
H  2.63  1.12  -1.60  0.169
H  1.37  -1.58  -1.04  0.255
H  0.09  -0.27  -1.36  0.223
H  1.41  -0.85  1.86  -0.413
H  2.44  2.35  1.94  0.293
H  3.12  2.22  0.35  0.205
H  3.18  0.32  2.68  0.239
H  3.79  -0.15  1.04  -0.033
H  5.12  -0.02  3.86  0.138
Na  -2.52  -0.62  0.09  0.972
K  0.21  3.02  -1.32  0.934
Br  1.30  -3.25  -1.54  -0.581
Na  4.14  1.17  -4.41  0.976
O  1.55  1.43  4.40  -0.912
Cl  1.23  2.80  4.78  2.545
O  2.46  3.56  4.88  -0.873
O  0.54  2.82  6.03  -0.839
O  0.40  3.38  3.74  -0.901
C  -2.63  7.12  -2.67  -0.392
Cl  -4.24  7.00  -3.37  0.006
Cl  -2.28  5.75  -1.60  -0.050
H  -1.90  7.14  -3.47  0.219
H  -2.57  8.03  -2.08  0.229
C  -1.11  -3.92  -5.12  0.937
O  -0.17  -4.69  -5.45  -0.832
O  -1.08  -3.57  -3.73  -0.801
O  -2.02  -3.43  -5.79  -0.775
H  -0.29  -4.10  -3.52  0.478
Mg  3.72  -1.98  0.92  1.635
Br  5.19  -2.02  -1.51  -0.745
N  -6.95  -2.87  2.62  -1.212
S  -7.77  -4.22  2.76  2.511
O  -6.99  -5.39  2.96  -0.931
O  -8.92  -4.33  1.93  -0.929
F  -8.39  -3.95  4.20  -0.509
S  -6.10  -2.77  1.31  2.527
O  -5.13  -1.71  1.39  -1.014
O  -6.78  -2.92  0.08  -0.928
F  -5.17  -4.06  1.37  -0.508

4.
DFT (wB97M-V/def2-TZVPD) results for one molecule with the formula C8H15BrO3 at a distorted geometry.

- E_tot (hartree) = -3113.47204
- ΔE to the lowest compared entry with this formula, charge and spin (kJ/mol) = 0.0

Last column: natural (NBO) charge in e.
Geometry (Å):
C  2.19  1.53  -0.58  -0.580
C  1.34  0.14  -0.67  -0.529
C  0.51  0.12  0.53  0.573
O  1.00  0.36  1.61  -0.576
C  -0.86  -0.56  0.63  0.212
O  -1.19  -0.79  1.97  -0.711
C  -1.08  -1.68  -0.26  -0.463
C  -0.31  -2.94  0.28  -0.593
C  -1.97  0.89  0.16  0.277
C  -2.19  1.80  1.30  -0.711
O  -1.28  1.42  -0.87  -0.742
Br  -3.63  0.05  -0.49  -0.054
H  2.82  1.67  -1.43  0.208
H  3.00  1.49  0.20  0.220
H  1.48  2.31  -0.41  0.208
H  0.70  0.10  -1.53  0.231
H  2.18  -0.45  -0.67  0.252
H  -0.60  -0.35  2.52  0.493
H  -2.16  -2.03  -0.36  0.247
H  -0.69  -1.43  -1.28  0.224
H  -0.75  -3.23  1.16  0.218
H  -0.47  -3.83  -0.36  0.210
H  0.79  -2.69  0.31  0.198
H  -3.29  2.19  1.49  0.239
H  -1.52  2.64  1.28  0.226
H  -1.92  1.29  2.16  0.244
H  -1.68  2.37  -1.21  0.482

5.
DFT (wB97M-V/def2-TZVPD) results for C8H15Cl2InN5 as an isolated structure at a distorted geometry.

- E_tot (hartree) = -1698.03688
- ΔE to the lowest compared entry with this formula, charge and spin (kJ/mol) = 177.3
- net charge = -1

Last column: natural (NBO) charge in e.
Geometry (Å):
In  1.03  2.37  2.33  0.535
Cl  -0.78  3.10  0.95  -0.730
Cl  0.30  0.85  4.07  -0.753
C  1.26  -0.90  0.40  -0.399
H  1.26  0.12  0.04  0.213
H  2.17  -0.96  1.04  0.237
C  -1.09  -0.48  -1.30  -0.190
C  0.28  -0.91  -1.40  -0.256
H  -1.87  -1.15  -0.90  0.196
C  1.13  -0.13  -2.37  -0.435
H  0.57  -1.92  -1.10  0.239
C  0.86  1.37  -2.24  -0.402
H  2.20  -0.34  -2.17  0.196
H  0.95  -0.47  -3.43  0.201
C  -0.62  1.66  -2.55  -0.387
H  1.07  1.74  -1.23  0.215
H  1.50  1.94  -2.93  0.194
C  -1.51  0.90  -1.55  -0.497
H  -0.82  2.74  -2.48  0.208
H  -0.86  1.33  -3.56  0.178
H  -1.46  1.49  -0.58  0.272
H  -2.58  0.91  -1.85  0.194
N  1.20  -2.04  3.18  -0.663
N  0.11  -1.96  2.33  0.051
N  -1.11  -1.84  2.92  -0.297
C  -1.77  -1.04  2.12  0.158
N  -1.03  -0.43  1.18  -0.288
N  0.18  -0.99  1.32  0.055
H  1.17  -1.21  3.80  0.393
H  1.09  -2.86  3.73  0.361
H  -2.83  -0.88  2.24  0.201

6.
DFT (wB97M-V/def2-TZVPD) results for C8H15ClMnNO2Yb as an isolated structure at a distorted geometry.

- E_tot (hartree) = -3288.80814
- spin multiplicity = 5

Last column: natural (NBO) charge in e.
Geometry (Å):
Yb  -0.10  0.12  0.79  2.070
Cl  -0.72  0.62  -1.68  -0.650
C  -2.03  -1.15  0.94  -1.299
H  -2.01  -1.86  1.79  0.219
H  -2.18  -1.70  0.00  0.238
H  -2.87  -0.46  1.07  0.230
Mn  0.34  -1.08  -3.46  1.045
C  2.09  -0.45  -3.60  -0.898
C  -0.83  -0.75  -4.87  -1.025
C  0.40  -2.83  -3.22  -0.894
H  -1.28  -1.74  -5.03  0.230
H  -1.54  0.03  -4.53  0.220
H  -0.16  -0.41  -5.69  0.223
H  2.68  -1.33  -3.27  0.219
H  2.18  -0.23  -4.68  0.217
H  2.17  0.43  -2.95  0.207
H  -0.50  -3.41  -3.50  0.202
H  1.39  -3.23  -2.93  0.193
O  -1.52  3.41  3.07  -0.537
C  -0.68  2.57  3.40  0.688
C  0.10  2.51  4.71  -0.519
C  0.94  1.24  4.62  -0.511
C  0.59  0.69  3.26  0.673
O  1.03  -0.37  2.70  -0.742
N  -0.30  1.49  2.60  -0.800
H  0.73  3.40  4.81  0.248
H  -0.59  2.48  5.57  0.251
H  2.01  1.46  4.68  0.251
H  0.68  0.52  5.40  0.254

7.
DFT (wB97M-V/def2-TZVPD) results for a 2-piece molecular cluster, C8H15FN3 overall at a distorted geometry.

- E_tot (hartree) = -577.58484
- ΔE to the lowest compared entry with this formula, charge and spin (kJ/mol) = 261.1
- net charge = +1

Last column: natural (NBO) charge in e.
Geometry (Å):
C  -0.43  0.69  0.32  0.048
C  -1.67  0.38  0.48  0.446
C  -4.05  -0.27  0.43  0.034
C  0.75  -0.09  0.70  -0.127
C  0.61  -0.78  2.02  -0.607
C  3.42  -0.38  -0.77  -0.715
C  0.00  1.87  -0.59  -0.234
C  2.12  -1.19  -0.94  0.174
N  -2.82  0.04  0.45  -0.259
N  0.98  -1.08  -0.38  -0.438
N  -1.12  2.68  -1.08  -0.859
F  -2.34  -2.68  -0.06  -0.573
H  -4.84  0.25  -0.17  0.249
H  -4.27  -1.21  0.94  0.240
H  1.56  0.58  0.73  0.202
H  1.30  -1.60  1.95  0.240
H  -0.37  -1.23  2.14  0.213
H  0.73  -0.07  2.93  0.235
H  3.70  -0.19  0.26  0.239
H  3.40  0.38  -1.46  0.240
H  4.16  -1.10  -1.19  0.246
H  0.68  1.40  -1.36  0.236
H  0.70  2.56  0.02  0.231
H  2.11  -1.97  -1.74  0.195
H  -1.23  2.67  -2.16  0.388
H  -1.97  -3.26  -0.64  0.574
H  -1.10  3.62  -0.82  0.382

8.
DFT (wB97M-V/def2-TZVPD) results for one molecule with the formula C8H15IO at a distorted geometry.

- E_tot (hartree) = -686.66221
- ΔE to the lowest compared entry with this formula, charge and spin (kJ/mol) = 132.9

Last column: natural (NBO) charge in e.
Geometry (Å):
C  0.46  0.35  2.80  -0.562
C  0.34  1.15  1.71  0.364
C  -0.63  2.27  1.50  -0.654
O  1.07  0.91  0.53  -0.541
C  1.83  -0.19  0.31  -0.066
C  1.63  -0.54  -1.20  -0.426
C  0.30  -1.25  -1.58  -0.442
C  -0.96  -0.49  -1.29  -0.237
C  -2.25  -1.28  -1.40  -0.644
I  -1.02  1.26  -2.58  0.009
H  0.01  0.45  3.82  0.218
H  1.27  -0.29  2.93  0.198
H  -1.44  1.94  0.93  0.229
H  -0.07  3.08  1.22  0.231
H  -1.00  2.43  2.53  0.219
H  1.68  -1.00  1.09  0.185
H  2.93  0.15  0.49  0.175
H  2.44  -1.04  -1.63  0.218
H  1.76  0.48  -1.79  0.226
H  0.41  -1.83  -2.58  0.224
H  0.10  -2.08  -0.95  0.211
H  -0.86  -0.06  -0.34  0.212
H  -3.14  -0.61  -1.40  0.223
H  -2.45  -2.03  -0.79  0.215
H  -2.41  -1.80  -2.34  0.215

9.
DFT (wB97M-V/def2-TZVPD) results for one molecule with the formula C8H15N at a distorted geometry.

- E_tot (hartree) = -368.43329
- ΔE to the lowest compared entry with this formula, charge and spin (kJ/mol) = 366.1

Last column: natural (NBO) charge in e.
Geometry (Å):
C  1.98  -2.44  -0.14  -0.409
C  1.06  -1.78  0.63  -0.148
C  0.80  -0.38  0.44  -0.133
C  0.70  0.39  1.70  -0.593
C  1.48  0.49  -0.64  -0.419
C  0.02  0.05  -0.74  -0.211
C  -1.18  1.08  -0.46  -0.053
C  -2.26  0.42  0.26  -0.635
N  -1.41  1.66  -1.79  -0.844
H  2.65  -1.74  -0.54  0.182
H  2.26  -3.56  -0.10  0.215
H  0.25  -2.25  1.13  0.199
H  1.68  0.16  2.12  0.217
H  -0.12  0.15  2.41  0.200
H  0.68  1.42  1.42  0.206
H  1.50  1.58  -0.33  0.219
H  2.36  0.01  -1.10  0.225
H  -0.14  -0.82  -1.34  0.225
H  -0.78  1.91  0.15  0.185
H  -2.78  -0.44  -0.33  0.212
H  -1.99  0.23  1.34  0.224
H  -3.12  1.04  0.31  0.213
H  -2.48  2.09  -1.94  0.361
H  -1.18  0.74  -2.47  0.364